{"formula": "C33H34BF4O19", "method": "wB97M-V/def2-TZVPD", "species": ["B", "F", "F", "F", "F", "C", "C", "C", "O", "C", "C", "C", "O", "O", "O", "H", "H", "H", "H", "C", "C", "C", "O", "C", "C", "C", "O", "O", "O", "H", "H", "H", "H", "C", "C", "C", "O", "C", "C", "C", "O", "O", "O", "H", "H", "H", "H", "C", "C", "C", "O", "C", "C", "C", "O", "O", "O", "H", "H", "H", "H", "C", "C", "O", "C", "H", "H", "H", "H", "H", "H", "C", "C", "O", "C", "H", "H", "H", "H", "H", "H", "C", "C", "O", "C", "H", "H", "H", "H", "H", "H"], "coordinates": [[0.075, -0.300, -0.592], [-0.090, -0.878, -1.761], [-0.767, 0.888, -0.554], [-0.365, -1.319, 0.361], [1.347, 0.107, -0.317], [1.185, -0.330, -7.214], [-0.078, 0.533, -7.164], [-0.708, 0.786, -5.877], [-1.797, 1.320, -5.761], [-0.157, 0.319, -4.682], [1.193, -0.634, -4.719], [1.734, -0.891, -6.076], [2.733, -1.758, -6.120], [1.689, -1.415, -3.669], [-0.717, 0.988, -8.291], [1.537, -0.799, -8.033], [-0.304, 0.674, -3.634], [1.152, -1.604, -2.772], [-1.383, 1.517, -8.120], [-1.521, 6.593, 0.784], [-1.560, 5.241, 0.146], [-1.756, 5.026, -1.289], [-1.605, 3.903, -1.843], [-1.984, 6.148, -2.103], [-2.018, 7.563, -1.509], [-1.754, 7.783, -0.010], [-1.757, 8.903, 0.440], [-2.341, 8.677, -2.269], [-1.384, 4.211, 0.981], [-1.396, 6.596, 1.794], [-2.339, 6.110, -3.169], [-2.439, 9.451, -1.577], [-1.567, 3.434, 0.528], [5.939, -0.850, 3.512], [5.646, 0.297, 4.468], [4.502, 1.092, 4.286], [4.222, 1.984, 5.025], [3.579, 0.608, 3.237], [3.851, -0.497, 2.381], [5.074, -1.278, 2.399], [5.347, -2.261, 1.642], [2.999, -0.910, 1.325], [6.606, 0.601, 5.400], [6.852, -1.328, 3.688], [2.654, 1.113, 3.270], [2.529, -0.158, 1.097], [6.335, 1.370, 5.728], [-0.885, 1.927, 6.630], [-0.059, 3.167, 6.046], [0.339, 3.053, 4.607], [1.109, 3.905, 4.183], [-0.206, 1.923, 3.860], [-1.012, 0.875, 4.471], [-1.225, 0.848, 6.007], [-1.754, -0.144, 6.569], [-1.394, -0.246, 3.754], [0.401, 4.198, 6.828], [-0.888, 1.894, 7.532], [0.082, 1.736, 2.570], [-1.369, -0.208, 2.839], [1.202, 4.667, 6.597], [-1.843, -2.911, -4.000], [-1.637, -2.989, -5.508], [-2.289, -2.198, -6.259], [-0.711, -4.028, -6.137], [-2.483, -3.763, -3.834], [-2.398, -2.106, -3.598], [-0.812, -2.937, -3.464], [-0.512, -3.961, -7.098], [-1.337, -5.085, -5.917], [0.110, -3.788, -5.514], [0.936, -4.611, 1.312], [1.869, -4.384, 2.416], [2.964, -4.763, 2.398], [1.221, -3.365, 3.414], [0.188, -3.862, 1.150], [0.208, -5.573, 1.561], [1.298, -4.734, 0.317], [1.880, -2.951, 4.487], [0.492, -3.833, 3.942], [1.109, -2.477, 3.010], [-4.826, -4.903, 0.587], [-4.056, -4.106, -0.487], [-4.275, -4.238, -1.695], [-3.012, -3.039, -0.029], [-5.003, -4.276, 1.532], [-4.160, -5.638, 0.881], [-5.800, -5.295, 0.223], [-2.041, -3.564, 0.038], [-3.275, -2.842, 0.926], [-3.136, -1.997, -0.513]], "lumo_ev": -0.59, "spin_multiplicity": 1, "max_force_ev_per_a": 15.0, "mol_weight_da": 821.4, "charge": -1, "orbital_gap_ev": 5.7, "e_homo_ha": -0.2305, "de_lowest_kcal_mol": 69.9}

{"formula": "C33H34N6O2SSc", "method": "wB97M-V/def2-TZVPD", "species": ["Sc", "O", "C", "C", "C", "C", "C", "C", "C", "N", "C", "C", "N", "C", "C", "C", "C", "C", "C", "C", "O", "H", "H", "H", "H", "H", "H", "H", "H", "H", "H", "H", "H", "H", "H", "C", "C", "N", "C", "S", "N", "N", "C", "C", "C", "C", "C", "C", "C", "N", "H", "H", "H", "H", "H", "H", "H", "H", "H", "H", "H", "H", "H", "C", "C", "C", "C", "C", "C", "C", "H", "H", "H", "H", "H", "H", "H"], "coordinates": [[-0.400, 0.296, -0.506], [0.781, 1.314, 0.911], [0.694, 2.611, 0.859], [1.834, 3.404, 0.592], [1.752, 4.775, 0.531], [0.545, 5.443, 0.768], [-0.575, 4.699, 1.063], [-0.532, 3.301, 1.087], [-1.706, 2.540, 1.453], [-1.898, 1.339, 1.073], [-2.900, 0.526, 1.716], [-2.153, -0.710, 2.215], [-1.485, -1.302, 1.066], [-1.620, -2.561, 0.890], [-1.171, -3.309, -0.257], [-1.104, -4.707, -0.165], [-0.724, -5.481, -1.235], [-0.434, -4.843, -2.450], [-0.526, -3.480, -2.584], [-0.889, -2.651, -1.491], [-0.976, -1.378, -1.629], [2.761, 2.882, 0.390], [2.640, 5.348, 0.287], [0.493, 6.523, 0.715], [-1.523, 5.192, 1.253], [-2.420, 3.015, 2.139], [-3.652, 0.213, 0.984], [-3.401, 1.047, 2.541], [-2.833, -1.418, 2.703], [-1.401, -0.382, 2.939], [-2.145, -3.150, 1.655], [-1.352, -5.176, 0.783], [-0.657, -6.558, -1.148], [-0.132, -5.438, -3.305], [-0.306, -2.989, -3.524], [5.439, 0.135, -2.775], [5.236, 0.424, -1.291], [4.276, -0.444, -0.625], [2.910, -0.247, -0.947], [1.804, -1.396, -0.148], [2.508, 0.702, -1.694], [1.201, 0.957, -1.855], [0.913, 2.119, -2.597], [1.981, 2.860, -3.350], [-0.374, 2.537, -2.551], [-0.880, 3.733, -3.193], [-2.187, 4.057, -3.135], [-3.105, 3.198, -2.427], [-2.584, 2.116, -1.786], [-1.279, 1.768, -1.764], [6.168, 0.826, -3.205], [5.813, -0.882, -2.921], [4.498, 0.241, -3.312], [6.187, 0.324, -0.759], [4.889, 1.450, -1.160], [4.530, -1.423, -0.708], [2.901, 2.280, -3.365], [1.683, 3.055, -4.385], [2.210, 3.827, -2.887], [-0.177, 4.374, -3.710], [-2.545, 4.963, -3.611], [-4.167, 3.398, -2.395], [-3.250, 1.461, -1.228], [2.268, -1.208, 1.607], [3.337, -2.166, 2.046], [3.106, -3.540, 2.027], [4.086, -4.429, 2.441], [5.317, -3.957, 2.878], [5.559, -2.591, 2.892], [4.576, -1.703, 2.477], [2.551, -0.168, 1.754], [1.342, -1.379, 2.159], [2.153, -3.912, 1.667], [3.890, -5.494, 2.417], [6.084, -4.651, 3.199], [6.519, -2.214, 3.223], [4.769, -0.638, 2.465]], "lumo_ev": 2.52, "spin_multiplicity": 1, "max_force_ev_per_a": 0.2, "mol_weight_da": 623.7, "charge": -1, "orbital_gap_ev": 4.2, "e_homo_ha": -0.0629, "de_lowest_kcal_mol": 40.3}

{"formula": "C33H34N6O6OsPSSe", "method": "wB97M-V/def2-TZVPD", "species": ["Os", "C", "C", "C", "C", "C", "C", "C", "C", "C", "C", "C", "C", "C", "C", "C", "N", "H", "H", "H", "H", "H", "H", "H", "H", "H", "H", "C", "C", "C", "C", "C", "C", "C", "S", "O", "O", "N", "C", "C", "C", "C", "C", "N", "H", "H", "H", "H", "H", "H", "H", "H", "H", "H", "H", "O", "Se", "O", "O", "O", "C", "N", "C", "N", "C", "N", "C", "P", "C", "C", "H", "H", "H", "H", "H", "H", "H", "H", "H", "H", "H", "H", "H"], "coordinates": [[-0.243, 0.409, 0.887], [-0.267, 4.232, 2.991], [0.917, 4.157, 3.716], [1.722, 3.032, 3.623], [1.343, 1.990, 2.784], [0.159, 2.061, 2.033], [-0.657, 3.186, 2.168], [2.135, 0.771, 2.592], [3.229, 0.428, 3.410], [3.907, -0.726, 3.171], [3.580, -1.518, 2.049], [4.323, -2.668, 1.706], [4.039, -3.357, 0.562], [3.012, -2.901, -0.286], [2.259, -1.805, 0.034], [2.505, -1.110, 1.231], [1.745, -0.008, 1.580], [-0.899, 5.106, 3.080], [1.208, 4.972, 4.364], [2.637, 2.984, 4.199], [-1.596, 3.250, 1.631], [3.486, 1.061, 4.245], [4.719, -1.035, 3.818], [5.126, -2.981, 2.361], [4.606, -4.240, 0.299], [2.804, -3.431, -1.206], [1.481, -1.477, -0.639], [-6.587, -4.314, 2.221], [-5.166, -3.854, 2.066], [-4.850, -2.496, 2.118], [-3.549, -2.058, 1.952], [-2.553, -2.999, 1.723], [-2.834, -4.357, 1.670], [-4.142, -4.774, 1.848], [-0.903, -2.466, 1.474], [-0.082, -3.625, 1.295], [-0.558, -1.508, 2.526], [-0.835, -1.473, 0.178], [-1.082, -1.913, -1.140], [-2.199, -2.684, -1.461], [-2.378, -3.079, -2.770], [-1.455, -2.686, -3.730], [-0.404, -1.892, -3.319], [-0.208, -1.503, -2.059], [-7.169, -3.608, 2.813], [-6.636, -5.291, 2.700], [-7.067, -4.401, 1.244], [-5.635, -1.771, 2.293], [-3.307, -1.004, 1.988], [-2.036, -5.065, 1.494], [-4.373, -5.832, 1.818], [-2.929, -2.936, -0.707], [-3.240, -3.673, -3.042], [-1.554, -2.976, -4.766], [0.337, -1.563, -4.044], [-3.223, 2.881, -0.252], [-2.765, 1.350, -0.292], [-3.723, 0.265, -0.961], [-1.181, 1.253, -0.910], [-2.231, 0.841, 1.256], [2.581, 2.823, -4.056], [1.079, 2.604, -3.864], [0.470, 3.894, -3.286], [1.144, 4.284, -2.103], [2.572, 4.450, -2.347], [3.196, 3.221, -2.839], [3.213, 2.155, -1.824], [1.508, 1.653, -1.269], [0.816, 1.424, -2.974], [0.875, 3.375, -0.984], [2.684, 3.604, -4.810], [2.994, 1.886, -4.428], [0.650, 2.430, -4.774], [-0.583, 3.688, -3.097], [0.580, 4.649, -4.066], [3.059, 4.752, -1.421], [2.717, 5.235, -3.091], [3.784, 2.505, -0.963], [3.741, 1.286, -2.224], [-0.257, 1.263, -2.893], [1.276, 0.549, -3.433], [1.338, 3.777, -0.080], [-0.198, 3.324, -0.802]], "lumo_ev": [-3.00, -4.37], "spin_multiplicity": 5, "max_force_ev_per_a": 0.2, "mol_weight_da": 942.9, "charge": 1, "orbital_gap_ev": [7.8, 6.6], "s_squared": 6.03, "e_homo_ha": [-0.3987, -0.4020], "de_lowest_kcal_mol": 0.0}